(1)
Entry from OMol25: a structure of composition C14H12O16V3 in a non-equilibrium geometry (wB97M-V/def2-TZVPD).

Properties
* net charge: -1
* E: -4576.64801 a.u.
* HOMO level: -5.527 eV
* LUMO level: 0.011 Eh

Last column: Löwdin charge in e.
CARTESIAN COORDINATES (ANGSTROEM)
O -4.67 -1.42 0.35  -0.349
V -3.15 -1.77 -0.03  0.973
O -3.12 -1.67 -1.62  -0.324
O -1.91 1.30 4.22  -0.259
V -2.67 1.16 2.89  1.046
O -4.16 1.70 3.06  -0.300
O 1.20 -2.91 1.64  -0.296
V -0.17 -2.32 2.09  0.965
O -0.37 -2.58 3.68  -0.339
C -1.08 -0.02 0.92  -0.751
O -0.85 -1.12 0.34  -0.136
O -0.73 -0.10 2.13  -0.106
O -2.28 0.41 0.82  -0.100
C -2.27 -4.08 1.30  -0.731
O -2.80 -4.05 0.09  -0.113
O -1.04 -4.49 1.22  -0.061
O -2.49 -2.95 1.88  -0.181
C -0.49 4.47 0.74  -0.020
C 0.78 4.95 0.48  -0.004
C 1.84 4.48 1.24  -0.312
C 1.64 3.34 2.04  0.002
C 0.37 2.93 2.40  0.004
C -0.67 3.56 1.74  -0.272
O -1.98 3.20 2.09  -0.023
O 3.10 5.01 1.09  0.039
H -1.31 4.89 0.17  0.127
H 0.86 5.91 -0.02  0.123
H 2.48 2.84 2.51  0.124
H 0.38 2.10 3.09  0.116
H -2.65 3.60 1.53  0.129
H 3.50 5.08 1.96  0.106
C 2.10 -0.98 -3.45  -0.027
C 1.42 -1.42 -2.33  -0.008
C 1.05 -2.77 -2.23  -0.293
C 1.38 -3.71 -3.19  0.008
C 2.07 -3.24 -4.32  -0.018
C 2.51 -1.92 -4.38  -0.336
O 3.17 -1.54 -5.56  -0.012
O 0.27 -3.16 -1.17  0.036
H 2.32 0.08 -3.51  0.110
H 1.11 -0.77 -1.52  0.107
H 1.07 -4.74 -3.14  0.119
H 2.34 -3.83 -5.18  0.111
H 3.96 -1.09 -5.24  0.090
H -0.08 -2.33 -0.81  0.036

***

(2)
Entry from OMol25: an isolated molecule of C14H12O3S2 (wB97M-V/def2-TZVPD).

Properties
* SMILES: O=C(O)Cc1ccc(C(=O)CSc2ccccc2)s1
* E: -1562.80234 a.u.
* HOMO level: -8.190 eV
* LUMO level: -0.007 Eh

Last column: natural (NBO) charge in e.
CARTESIAN COORDINATES (ANGSTROEM)
O -4.78 -1.74 -1.01  -0.585
C -4.29 -1.44 0.04  0.804
O -3.62 -2.29 0.81  -0.683
H -3.57 -3.17 0.41  0.502
C -4.30 -0.04 0.64  -0.541
C -3.08 0.67 0.15  -0.168
C -2.86 1.14 -1.12  -0.272
C -1.59 1.72 -1.26  -0.148
C -0.84 1.67 -0.11  -0.354
C 0.50 2.21 0.04  0.539
O 1.06 2.80 -0.86  -0.540
C 1.18 2.01 1.38  -0.636
H 0.57 2.44 2.18  0.255
H 2.16 2.48 1.38  0.250
S 1.35 0.26 1.86  0.270
C 2.46 -0.45 0.67  -0.178
C 3.11 0.27 -0.32  -0.200
C 3.97 -0.39 -1.18  -0.206
C 4.19 -1.75 -1.06  -0.227
C 3.55 -2.46 -0.06  -0.194
C 2.68 -1.81 0.80  -0.235
H 2.17 -2.36 1.59  0.217
H 3.71 -3.52 0.05  0.215
H 4.87 -2.25 -1.73  0.214
H 4.47 0.18 -1.96  0.216
H 2.95 1.33 -0.45  0.223
S -1.72 0.89 1.17  0.487
H -1.21 2.16 -2.17  0.242
H -3.59 1.08 -1.91  0.236
H -5.20 0.47 0.29  0.252
H -4.29 -0.12 1.72  0.243

***

(3)
Entry from OMol25: a structure of composition C14H13BF4NS4Ti (wB97M-V/def2-TZVPD).

Properties
* net charge: -1
* E: -3462.99578 a.u.
* HOMO level: -4.635 eV
* LUMO level: 0.077 Eh
* ΔE to the lowest compared entry with this formula, charge and spin: 7.8 kcal per mole

Last column: natural (NBO) charge in e.
CARTESIAN COORDINATES (ANGSTROEM)
Ti -0.35 0.41 -0.10  1.308
S 0.45 -0.93 1.72  -0.384
S -1.17 -2.22 1.52  -0.034
S -2.79 -0.96 1.46  -0.023
S -2.80 -0.20 -0.45  -0.404
C 1.57 1.23 -0.38  -1.040
H 1.47 2.28 -0.67  0.232
H 2.14 0.68 -1.13  0.219
H 2.08 1.17 0.58  0.218
F -0.99 2.35 -1.02  -0.519
B -1.24 3.06 0.22  1.365
F -1.01 1.95 1.18  -0.513
F -2.52 3.51 0.31  -0.526
F -0.28 4.02 0.42  -0.536
N -0.12 -0.72 -1.53  -0.628
C 0.09 -1.50 -2.50  0.256
C -0.02 -0.99 -3.90  -0.107
C -0.92 0.05 -4.17  -0.161
C -1.03 0.57 -5.44  -0.214
C -0.23 0.08 -6.47  -0.212
C 0.68 -0.94 -6.21  -0.243
C 0.77 -1.47 -4.93  -0.141
C 0.40 -2.94 -2.26  -0.024
C -0.03 -3.94 -3.12  -0.207
C 0.23 -5.28 -2.84  -0.227
C 0.93 -5.62 -1.69  -0.211
C 1.36 -4.62 -0.83  -0.216
C 1.09 -3.29 -1.10  -0.181
H -1.53 0.43 -3.35  0.239
H -1.73 1.37 -5.64  0.212
H -0.31 0.49 -7.47  0.205
H 1.31 -1.32 -7.00  0.205
H 1.48 -2.27 -4.73  0.209
H -0.59 -3.69 -4.01  0.216
H -0.13 -6.05 -3.50  0.205
H 1.13 -6.65 -1.46  0.204
H 1.90 -4.87 0.08  0.211
H 1.40 -2.50 -0.42  0.246

***

(4)
Entry from OMol25: an isolated molecule of C14H13BO4 in a non-equilibrium geometry (wB97M-V/def2-TZVPD).

Properties
* SMILES: OCc1cccc(Oc2ccc3c(c2)B(O)OC3)c1
* E: -867.17597 a.u.
* HOMO level: -8.506 eV
* LUMO level: 0.022 Eh
* ΔE to the lowest compared entry with this formula, charge and spin: 0.0 kcal per mole

Last column: natural (NBO) charge in e.
CARTESIAN COORDINATES (ANGSTROEM)
O 0.02 0.78 -4.23  -0.872
O -0.43 -1.13 1.03  -0.511
O -1.69 1.82 5.26  -0.725
O 1.02 -1.34 -4.87  -0.676
B 0.45 -0.52 -3.91  1.079
C 0.71 2.39 1.34  -0.189
C 0.66 -2.80 -0.36  -0.255
C 0.67 1.06 1.03  -0.290
C -0.03 -0.72 -1.27  -0.271
C -0.22 2.87 2.28  -0.225
C -1.12 0.68 2.53  -0.195
C 1.16 -3.18 -1.59  -0.195
C 0.08 -1.54 -0.19  0.368
C -0.28 0.20 1.52  0.294
C 0.36 -1.15 -2.49  -0.331
C -1.08 2.00 2.92  -0.054
C 0.96 -2.36 -2.69  -0.045
C -2.00 2.46 4.01  -0.078
C 1.23 -2.57 -4.18  -0.077
H 0.03 0.80 -5.20  0.488
H -1.02 2.33 5.77  0.473
H 1.38 3.07 0.83  0.220
H 0.77 -3.45 0.47  0.225
H 1.45 0.69 0.37  0.226
H -0.45 0.26 -1.16  0.233
H -0.24 3.90 2.57  0.207
H -1.88 0.03 2.91  0.219
H 1.67 -4.13 -1.68  0.215
H -1.91 3.54 4.17  0.171
H -3.05 2.21 3.78  0.188
H 0.56 -3.31 -4.62  0.192
H 2.24 -2.91 -4.36  0.191

***

(5)
Entry from OMol25: a structure of composition C14H13BrF6OZr in a non-equilibrium geometry (wB97M-V/def2-TZVPD).

Properties
* E: -3836.77051 a.u.
* HOMO level: -6.065 eV
* LUMO level: -0.067 Eh

Last column: natural (NBO) charge in e.
CARTESIAN COORDINATES (ANGSTROEM)
C -2.08 -0.93 -1.11  -0.314
C -1.63 -1.43 0.15  -0.381
C -1.29 -0.30 0.95  -0.340
H -1.60 -2.47 0.49  0.276
C -1.51 0.89 0.21  -0.347
C -2.00 0.50 -1.06  -0.356
H -2.40 1.19 -1.80  0.273
H -2.61 -1.51 -1.88  0.280
H -1.02 -0.32 1.99  0.276
H -1.49 1.90 0.63  0.271
Zr 0.29 -0.48 -0.84  2.035
Br 0.22 -2.50 -2.34  -0.319
C 2.46 0.77 -4.01  -0.349
C 1.36 1.57 -4.44  -0.357
C 0.36 0.69 -4.96  -0.344
H 1.31 2.65 -4.44  0.201
C 0.85 -0.65 -4.85  -0.342
C 2.15 -0.59 -4.26  -0.369
H 2.79 -1.45 -4.07  0.202
H 3.40 1.15 -3.60  0.202
H -0.60 0.98 -5.40  0.198
H 0.33 -1.54 -5.20  0.197
C 3.55 -0.41 1.76  -0.640
C 2.03 -0.33 1.89  0.113
O 1.36 -0.85 0.74  -0.866
C 1.56 -1.19 3.12  0.972
F 2.00 -0.70 4.32  -0.316
F 0.20 -1.31 3.21  -0.317
F 2.04 -2.45 2.97  -0.312
C 1.61 1.15 2.08  0.966
F 2.46 1.93 2.78  -0.296
F 1.50 1.72 0.82  -0.323
F 0.38 1.29 2.66  -0.317
H 3.88 -1.44 1.58  0.254
H 4.05 -0.05 2.68  0.248
H 3.88 0.20 0.92  0.244

***

(6)
Entry from OMol25: an isolated molecule of C14H13ClN2O3S (wB97M-V/def2-TZVPD).

Properties
* SMILES: C/C(=N\NS(=O)(=O)c1ccc(Cl)cc1)c1ccc(O)cc1
* E: -1734.86420 a.u.
* HOMO level: -8.308 eV
* LUMO level: 0.013 Eh
* ΔE to the lowest compared entry with this formula, charge and spin: 41.4 kcal per mole

Last column: natural (NBO) charge in e.
CARTESIAN COORDINATES (ANGSTROEM)
C -1.49 -3.45 -1.09  -0.694
C -1.16 -2.07 -0.60  0.228
N 0.02 -1.63 -0.39  -0.278
N 1.16 -2.32 -0.63  -0.679
S 2.40 -1.78 0.40  2.294
O 3.63 -2.19 -0.22  -0.926
O 2.14 -2.20 1.74  -0.925
C 2.13 -0.03 0.23  -0.345
C 1.44 0.65 1.22  -0.153
C 1.17 1.99 1.06  -0.232
C 1.60 2.64 -0.10  -0.025
C 2.31 1.96 -1.08  -0.251
C 2.57 0.61 -0.91  -0.112
H 3.11 0.04 -1.65  0.238
H 2.63 2.48 -1.97  0.235
Cl 1.25 4.31 -0.31  0.021
H 0.63 2.54 1.81  0.234
H 1.12 0.10 2.09  0.253
H 1.11 -3.33 -0.76  0.385
C -2.24 -1.13 -0.31  -0.045
C -3.54 -1.55 -0.04  -0.195
C -4.54 -0.65 0.25  -0.275
C -4.26 0.72 0.26  0.322
C -2.97 1.15 0.00  -0.300
C -1.97 0.24 -0.28  -0.163
H -0.97 0.57 -0.49  0.229
H -2.75 2.21 0.01  0.209
O -5.28 1.58 0.54  -0.661
H -4.95 2.49 0.52  0.481
H -5.54 -0.97 0.47  0.225
H -3.78 -2.61 -0.02  0.212
H -1.59 -4.14 -0.25  0.237
H -0.71 -3.82 -1.75  0.220
H -2.43 -3.44 -1.64  0.237

***

(7)
Entry from OMol25: the ion C14H13F17N with charge +1 in a non-equilibrium geometry (wB97M-V/def2-TZVPD).

Properties
* net charge: +1
* SMILES: FC(F)(F)C(F)(F)C(F)(F)C(F)(F)C(F)(F)C(F)(F)C(F)(F)C(F)(F)CC[NH+]1CCCC1
* E: -2293.51618 a.u.
* HOMO level: -14.824 eV
* LUMO level: -0.111 Eh

Last column: natural (NBO) charge in e.
CARTESIAN COORDINATES (ANGSTROEM)
F -3.72 3.16 2.60  -0.296
C -3.79 1.89 2.99  0.925
F -2.56 1.41 3.26  -0.304
F -4.55 1.81 4.10  -0.292
C -4.47 1.00 1.90  0.555
F -4.55 -0.24 2.44  -0.295
F -5.72 1.45 1.67  -0.282
C -3.70 0.82 0.56  0.582
F -4.47 -0.01 -0.18  -0.286
F -2.53 0.20 0.80  -0.306
C -3.46 2.11 -0.29  0.590
F -3.66 1.81 -1.59  -0.291
F -4.36 3.06 0.06  -0.284
C -2.04 2.73 -0.14  0.584
F -1.56 2.53 1.10  -0.304
F -2.13 4.05 -0.33  -0.281
C -1.00 2.19 -1.17  0.582
F -1.14 0.86 -1.37  -0.314
F -1.24 2.81 -2.35  -0.283
C 0.47 2.48 -0.78  0.589
F 1.18 2.54 -1.93  -0.308
F 0.59 3.66 -0.17  -0.276
C 1.13 1.36 0.10  0.650
F 0.19 0.67 0.78  -0.316
F 1.92 1.97 1.02  -0.317
C 2.02 0.42 -0.69  -0.483
C 2.55 -0.67 0.25  -0.223
N 2.60 -2.00 -0.44  -0.337
C 3.86 -2.42 -1.11  -0.224
C 3.38 -3.70 -1.80  -0.418
C 2.36 -4.30 -0.78  -0.420
C 2.26 -3.23 0.33  -0.213
H 1.47 0.02 -1.54  0.233
H 2.85 0.99 -1.05  0.262
H 3.57 -0.42 0.52  0.238
H 1.98 -0.76 1.16  0.251
H 1.92 -1.99 -1.21  0.425
H 4.56 -2.73 -0.35  0.223
H 4.34 -1.66 -1.71  0.245
H 2.87 -3.41 -2.71  0.216
H 4.20 -4.34 -2.09  0.257
H 2.59 -5.28 -0.41  0.257
H 1.41 -4.29 -1.30  0.221
H 1.31 -3.15 0.84  0.245
H 3.07 -3.41 1.02  0.222

***

Question: Among the records above, which one has the lowest LUMO level?
Answer: C14H13F17N